# C35H74B4O29

C35H74B4O29 as an isolated structure in a non-equilibrium geometry (ωB97M-V/def2-TZVPD, OMol25).

```
! wB97M-V def2-TZVPD RIJCOSX def2/J DEFGRID3
* xyz 0 1
C -0.008 -1.971 1.295
C 0.910 -3.067 0.831
O 0.625 -4.273 1.524
C 0.987 -5.439 0.826
C 2.472 -5.564 0.526
O 2.686 -6.655 -0.356
C 2.638 -6.244 -1.704
C 2.653 -7.449 -2.614
O 2.805 -7.029 -3.955
C 1.597 -6.629 -4.583
B 1.446 -5.084 -4.782
O 2.222 -4.149 -4.118
B 1.815 -2.846 -4.329
O 0.482 -2.519 -4.462
B -0.251 -3.632 -4.847
B -1.844 -4.009 -4.322
O -2.833 -3.097 -4.115
O -2.154 -5.335 -4.088
O 0.456 -4.566 -5.601
H 0.118 -1.122 0.623
H 0.251 -1.619 2.287
H -1.054 -2.258 1.254
H 1.939 -2.766 1.042
H 0.848 -3.219 -0.251
H 0.722 -6.273 1.470
H 0.400 -5.550 -0.092
H 2.888 -4.660 0.079
H 3.011 -5.746 1.452
H 1.710 -5.687 -1.878
H 3.484 -5.607 -1.966
H 3.517 -8.066 -2.376
H 1.766 -8.071 -2.477
H 0.728 -6.957 -4.000
H 1.493 -7.119 -5.553
H 2.639 -1.994 -4.388
H -2.452 -2.232 -3.929
H -1.820 -5.642 -3.242
C -3.167 3.208 4.197
C -3.223 2.039 5.152
O -4.286 1.127 4.816
C -4.019 0.313 3.798
O -2.987 0.268 3.177
O -5.091 -0.449 3.579
C -4.966 -1.339 2.467
H -4.134 3.711 4.148
H -2.414 3.925 4.525
H -2.915 2.876 3.191
H -3.440 2.379 6.159
H -2.276 1.501 5.182
H -4.066 -1.945 2.548
H -4.957 -0.781 1.532
H -5.837 -1.989 2.490
C 2.565 5.410 6.406
C 1.178 5.989 6.259
O 0.164 5.024 6.597
C -0.033 4.856 7.901
O 0.519 5.448 8.790
O -0.965 3.912 8.062
C -1.242 3.584 9.427
H 2.652 4.492 5.824
H 3.309 6.123 6.051
H 2.788 5.170 7.445
H 0.992 6.254 5.220
H 1.051 6.887 6.861
H -1.477 4.476 10.002
H -0.392 3.069 9.871
H -2.102 2.920 9.412
C 4.147 4.905 -0.055
C 2.753 5.489 -0.131
O 1.753 4.535 0.263
C 1.618 4.363 1.574
O 2.234 4.948 2.431
O 0.682 3.430 1.769
C 0.436 3.071 3.135
H 4.204 3.982 -0.634
H 4.873 5.614 -0.451
H 4.416 4.674 0.974
H 2.503 5.749 -1.158
H 2.662 6.389 0.475
H 0.227 3.948 3.742
H 1.289 2.528 3.541
H -0.432 2.418 3.130
C -5.270 -2.029 -10.898
C -3.855 -2.279 -11.371
O -2.884 -1.793 -10.430
C -2.677 -2.574 -9.373
O -3.199 -3.638 -9.158
O -1.779 -1.978 -8.587
C -1.499 -2.685 -7.376
H -5.412 -0.973 -10.666
H -5.982 -2.318 -11.671
H -5.487 -2.603 -9.998
H -3.656 -1.730 -12.289
H -3.680 -3.336 -11.568
H -1.225 -3.718 -7.581
H -2.367 -2.645 -6.720
H -0.663 -2.164 -6.917
C 6.329 0.542 -9.111
C 5.416 -0.508 -9.706
O 5.731 -1.824 -9.222
C 5.276 -2.107 -8.004
O 4.615 -1.382 -7.305
O 5.666 -3.343 -7.692
C 5.290 -3.760 -6.378
H 7.373 0.278 -9.281
H 6.132 1.513 -9.568
H 6.174 0.629 -8.037
H 5.551 -0.565 -10.784
H 4.368 -0.285 -9.510
H 4.224 -3.626 -6.211
H 5.856 -3.208 -5.629
H 5.532 -4.816 -6.301
C 3.435 12.858 4.874
C 2.337 11.874 4.534
O 2.282 10.790 5.475
C 1.683 11.069 6.632
O 1.174 12.117 6.935
O 1.740 9.980 7.398
C 1.185 10.146 8.707
H 4.391 12.342 4.968
H 3.518 13.614 4.094
H 3.230 13.359 5.819
H 2.531 11.402 3.573
H 1.365 12.363 4.478
H 0.174 10.542 8.654
H 1.814 10.806 9.302
H 1.169 9.156 9.154
C -6.323 -7.706 1.786
C -5.361 -7.895 2.938
O -4.817 -6.644 3.391
C -5.620 -5.923 4.170
O -6.722 -6.235 4.541
O -4.988 -4.790 4.478
C -5.755 -3.881 5.272
H -5.845 -7.147 0.980
H -6.643 -8.673 1.400
H -7.205 -7.151 2.102
H -4.498 -8.478 2.624
H -5.832 -8.414 3.772
H -6.143 -4.367 6.164
H -6.575 -3.470 4.685
H -5.085 -3.077 5.561
*
```

Results
HOMO   -9.58 eV

=====

# C35H75N3O2

A 4-piece molecular cluster, C35H75N3O2 overall in a non-equilibrium geometry (ωB97M-V/def2-TZVPD, OMol25).

```
! wB97M-V def2-TZVPD RIJCOSX def2/J DEFGRID3
* xyz 0 1
C 2.471 0.899 1.861
C 2.114 -0.352 1.027
C 1.153 -1.259 1.911
C -0.275 -0.747 1.834
N -1.272 -1.700 2.533
C -1.109 -1.839 4.009
C -2.394 -2.452 4.553
C -3.421 -1.926 3.615
C -2.637 -1.159 2.493
C -1.211 -3.087 1.896
C -1.534 -3.103 0.416
C -1.324 -4.536 -0.278
H 3.062 0.630 2.693
H 1.593 1.552 2.111
H 3.211 1.343 1.309
H 2.967 -0.789 0.717
H 1.667 0.059 0.124
H 1.595 -1.168 2.951
H 1.327 -2.136 1.381
H -0.594 -0.468 0.893
H -0.334 0.228 2.336
H -0.217 -2.344 4.348
H -0.998 -0.862 4.570
H -2.338 -3.602 4.496
H -2.614 -2.215 5.542
H -4.000 -2.779 3.301
H -4.141 -1.349 4.133
H -3.222 -1.091 1.527
H -2.670 -0.142 2.730
H -1.753 -3.794 2.433
H -0.203 -3.429 1.924
H -1.018 -2.390 -0.226
H -2.573 -2.755 0.381
H -1.424 -4.517 -1.315
H -1.874 -5.391 0.224
H -0.281 -4.680 0.056
C -3.697 8.150 1.626
C -2.534 7.241 1.830
C -2.635 5.779 1.303
C -1.304 4.927 1.104
N -1.398 3.793 0.109
C -0.287 2.860 0.278
C 0.816 3.162 -0.733
C 0.028 3.683 -1.909
C -1.202 4.416 -1.306
C -2.650 3.003 0.131
C -2.905 2.293 1.421
C -4.408 2.135 1.830
H -4.290 7.883 0.692
H -3.334 9.200 1.463
H -4.416 7.942 2.387
H -2.331 7.168 2.859
H -1.744 7.676 1.254
H -3.039 5.863 0.292
H -3.414 5.220 1.758
H -1.025 4.434 2.049
H -0.450 5.500 0.757
H -0.579 1.820 0.120
H 0.102 2.889 1.289
H 1.461 2.297 -0.899
H 1.423 3.917 -0.348
H -0.335 2.766 -2.368
H 0.713 4.183 -2.450
H -2.118 4.252 -1.977
H -1.142 5.493 -1.159
H -2.548 2.246 -0.590
H -3.440 3.787 -0.103
H -2.384 2.641 2.368
H -2.537 1.273 1.206
H -4.465 1.534 2.747
H -4.987 1.759 0.964
H -4.786 3.151 2.047
C 1.700 1.310 -3.809
C 2.767 0.503 -3.116
C 2.554 -0.995 -3.132
C 3.536 -1.800 -2.131
N 3.283 -3.282 -2.095
C 1.938 -3.498 -1.505
C 1.104 -3.899 -2.672
C 1.935 -3.881 -3.882
C 3.331 -3.940 -3.456
C 4.295 -4.102 -1.338
C 4.586 -3.383 0.028
C 5.110 -4.384 1.065
H 1.732 1.286 -4.895
H 1.752 2.365 -3.658
H 0.741 0.835 -3.614
H 2.623 0.809 -2.138
H 3.755 0.746 -3.517
H 2.702 -1.393 -4.154
H 1.604 -1.224 -2.747
H 3.471 -1.436 -1.140
H 4.515 -1.580 -2.494
H 1.889 -4.373 -0.879
H 1.494 -2.685 -1.004
H 0.631 -4.917 -2.442
H 0.195 -3.277 -2.812
H 1.907 -4.769 -4.531
H 1.619 -3.033 -4.537
H 3.784 -4.893 -3.348
H 3.912 -3.506 -4.223
H 5.242 -4.377 -1.762
H 4.046 -5.111 -1.076
H 3.733 -2.931 0.459
H 5.279 -2.545 0.015
H 4.641 -5.303 1.203
H 5.070 -3.851 2.029
H 6.097 -4.488 0.896
C -1.910 -0.444 -3.228
C -1.582 -0.204 -1.686
O -2.496 -0.267 -0.889
O -0.438 0.318 -1.545
H -2.882 -0.859 -3.286
H -1.257 -1.057 -3.844
H -1.916 0.554 -3.675
*
```

Results
HOMO   -1.38 eV

=====

# C35H76BN3O25PS

A 8-piece molecular cluster, C35H76BN3O25PS overall in a non-equilibrium geometry (ωB97M-V/def2-TZVPD, OMol25).

```
! wB97M-V def2-TZVPD RIJCOSX def2/J DEFGRID3
* xyz 1 1
C -1.426 -1.081 1.586
C -0.024 -0.445 0.936
N 0.265 -1.270 -0.298
C 0.930 -0.471 -1.399
C 2.467 -0.038 -1.000
N 3.024 1.038 -1.957
B 4.428 1.501 -1.579
C 4.919 2.033 -0.105
O 5.492 1.424 -2.641
C 2.044 2.153 -2.242
P 1.641 3.303 -0.781
O 1.894 2.633 0.803
O -0.030 3.911 -0.792
S 2.751 4.939 -0.950
C 0.712 1.425 -2.929
N -0.313 2.406 -3.453
O 0.078 0.641 -1.857
H -2.382 -0.649 1.036
H -1.526 -0.806 2.735
H -1.476 -2.258 1.421
H 0.810 -0.483 1.758
H -0.258 0.687 0.731
H -0.610 -1.762 -0.647
H 1.035 -1.215 -2.327
H 2.628 0.223 0.129
H 3.141 -1.000 -1.212
H 3.142 0.517 -2.878
H 6.066 1.736 0.029
H 4.911 3.226 -0.051
H 4.331 1.550 0.810
H 5.090 1.705 -3.522
H 2.493 2.838 -3.110
H 1.046 2.529 1.326
H -0.188 4.459 -1.619
H 1.099 0.800 -3.840
H -0.860 2.009 -4.248
H 0.125 3.326 -3.682
C 4.001 7.314 -4.093
C 2.510 7.034 -3.998
O 1.744 8.137 -4.497
C 1.696 8.254 -5.848
O 2.231 7.512 -6.655
O 0.970 9.361 -6.149
C 0.932 9.662 -7.542
H 4.247 8.257 -3.594
H 4.576 6.507 -3.632
H 4.322 7.413 -5.134
H 2.233 6.908 -2.945
H 2.237 6.107 -4.516
H 0.588 8.802 -8.126
H 1.921 9.987 -7.879
H 0.227 10.484 -7.693
C 8.597 8.301 0.363
C 8.558 7.029 1.193
O 7.503 7.075 2.160
C 6.253 6.867 1.674
O 5.960 6.641 0.512
O 5.377 6.981 2.705
C 4.010 6.890 2.309
H 8.659 9.182 1.011
H 9.457 8.296 -0.313
H 7.690 8.413 -0.238
H 9.496 6.935 1.752
H 8.469 6.136 0.563
H 3.820 5.976 1.739
H 3.733 7.774 1.726
H 3.395 6.865 3.213
C -6.235 -4.121 4.686
C -5.954 -3.067 3.627
O -4.758 -3.373 2.899
C -4.871 -4.358 1.973
O -5.884 -4.985 1.708
O -3.651 -4.546 1.408
C -3.606 -5.634 0.488
H -5.367 -4.251 5.339
H -7.099 -3.836 5.294
H -6.441 -5.095 4.233
H -5.788 -2.100 4.116
H -6.802 -2.941 2.944
H -4.379 -5.538 -0.281
H -3.713 -6.581 1.027
H -2.629 -5.624 -0.003
C -6.335 -0.664 0.300
C -7.009 -1.870 -0.334
O -8.427 -1.684 -0.418
C -8.853 -0.855 -1.403
O -8.146 -0.273 -2.211
O -10.204 -0.761 -1.319
C -10.773 0.171 -2.236
H -6.787 -0.437 1.270
H -5.266 -0.848 0.440
H -6.451 0.228 -0.321
H -6.842 -2.750 0.298
H -6.589 -2.098 -1.320
H -10.462 -0.041 -3.264
H -10.494 1.191 -1.951
H -11.861 0.082 -2.181
C -5.874 -9.809 7.783
C -6.642 -8.635 8.368
O -7.221 -7.830 7.335
C -8.332 -8.341 6.746
O -8.872 -9.399 7.023
O -8.726 -7.479 5.774
C -9.828 -7.952 5.001
H -5.133 -9.459 7.057
H -5.364 -10.369 8.572
H -6.539 -10.495 7.252
H -5.950 -7.991 8.921
H -7.410 -8.966 9.078
H -10.673 -8.228 5.639
H -9.513 -8.801 4.386
H -10.149 -7.144 4.337
C 8.389 1.312 4.482
C 8.915 1.984 3.224
O 9.928 1.188 2.599
C 9.484 0.109 1.907
O 8.320 -0.229 1.769
O 10.565 -0.549 1.415
C 10.240 -1.770 0.754
H 9.213 1.070 5.161
H 7.679 1.962 5.000
H 7.884 0.370 4.249
H 9.382 2.937 3.494
H 8.108 2.209 2.517
H 9.492 -1.613 -0.030
H 9.887 -2.505 1.483
H 11.151 -2.156 0.287
C -1.457 -5.363 -6.732
C -2.142 -4.280 -5.914
O -2.036 -4.548 -4.511
C -0.827 -4.288 -3.953
O 0.153 -3.847 -4.531
O -0.887 -4.630 -2.641
C 0.359 -4.506 -1.958
H -1.844 -6.351 -6.463
H -1.616 -5.198 -7.802
H -0.380 -5.382 -6.545
H -3.211 -4.268 -6.155
H -1.748 -3.284 -6.149
H 0.781 -3.504 -2.079
H 1.058 -5.266 -2.320
H 0.181 -4.679 -0.893
*
```

Results
HOMO   -11.82 eV

=====

Q: Among the records above, which one has the highest HOMO?
A: C35H75N3O2